Entry 1:
15
Properties=species:S:1:pos:R:3:nbo_charge:R:1 method="wB97M-V/def2-TZVPD" de_lowest_kcal_mol=95.1 e_lumo_ha=-0.2042 homo_energy_ev=-13.1 total_charge=+1
C -3.02 -0.55 -0.29 -0.03
C -0.97 -0.97 0.35 0.01
C -0.91 0.41 0.21 -0.15
C 1.44 1.04 0.11 0.39
C 1.98 -1.16 -0.09 0.00
N -2.15 -1.48 0.03 -0.39
N 0.17 1.21 0.28 -0.40
N 2.25 0.05 -0.33 -0.57
S -2.47 1.13 -0.14 0.42
H -4.01 -0.71 -0.25 0.22
H 2.04 1.90 0.12 0.20
H 2.61 -1.92 -0.54 0.17
H -0.05 -1.63 0.58 0.28
H -0.04 2.13 0.57 0.44
H 3.16 0.55 -0.62 0.40



Entry 2:
84
Properties=species:S:1:pos:R:3:mulliken_charge:R:1 method="wB97M-V/def2-TZVPD" e_lumo_ha=0.0115 homo_energy_ev=-9.0 smiles="Fc1ccccc1.Fc1ccccc1.Fc1ccccc1.Fc1ccccc1.Fc1ccccc1.NC(N)=O.NC(N)=O.NC(N)=O"
F 3.11 2.78 -2.88 -0.38
C 1.76 3.02 -2.55 0.71
C 0.78 2.16 -2.95 -0.68
C -0.53 2.46 -2.55 -0.14
C -0.85 3.61 -1.85 -0.59
C 0.19 4.48 -1.52 -0.35
C 1.52 4.16 -1.82 -0.75
H 1.06 1.28 -3.48 0.67
H -1.29 1.73 -2.65 0.43
H -1.87 3.81 -1.53 0.24
H 0.02 5.47 -1.12 0.40
H 2.35 4.76 -1.52 0.47
F -1.08 -1.96 -6.31 -0.32
C -1.30 -1.91 -4.98 0.26
C -2.40 -1.36 -4.38 -0.57
C -2.47 -1.25 -2.97 -0.37
C -1.52 -1.79 -2.20 -0.22
C -0.48 -2.45 -2.76 -0.43
C -0.29 -2.48 -4.14 -0.47
H -3.20 -1.05 -5.02 0.44
H -3.36 -0.75 -2.56 0.43
H -1.59 -1.56 -1.14 0.32
H 0.35 -2.82 -2.17 0.45
H 0.60 -2.89 -4.60 0.45
F 6.52 -2.33 -1.88 -0.35
C 5.18 -2.08 -1.98 0.48
C 4.37 -2.87 -1.19 -0.54
C 3.06 -2.56 -1.06 -0.89
C 2.58 -1.36 -1.57 0.28
C 3.45 -0.58 -2.34 -0.27
C 4.78 -0.91 -2.55 -0.79
H 4.81 -3.68 -0.66 0.44
H 2.44 -3.19 -0.45 0.46
H 1.61 -1.01 -1.29 0.63
H 3.11 0.33 -2.84 0.00
H 5.45 -0.30 -3.12 0.54
F -0.83 -6.17 3.18 -0.32
C 0.01 -5.11 3.31 0.65
C -0.50 -3.93 3.89 -0.60
C 0.35 -2.84 3.89 -0.45
C 1.62 -2.80 3.30 -0.36
C 2.12 -4.04 2.86 -0.32
C 1.32 -5.21 2.87 -0.69
H -1.51 -3.84 4.29 0.40
H 0.06 -1.93 4.38 0.38
H 2.24 -1.91 3.30 0.49
H 3.09 -4.15 2.37 0.43
H 1.58 -6.12 2.30 0.33
F -6.88 4.55 -1.16 -0.32
C -6.22 3.56 -0.55 0.48
C -5.04 3.21 -1.17 -0.51
C -4.32 2.12 -0.70 0.02
C -4.81 1.42 0.41 -0.68
C -5.95 1.85 1.09 -0.42
C -6.72 2.89 0.57 -0.60
H -4.50 3.76 -1.91 0.46
H -3.35 1.81 -1.13 0.34
H -4.27 0.53 0.72 0.34
H -6.32 1.25 1.90 0.41
H -7.66 3.21 1.01 0.44
C -0.48 0.41 0.47 0.05
O -1.59 0.69 0.07 -0.65
N -0.14 -0.81 0.96 0.19
N 0.52 1.28 0.36 0.20
H -0.84 -1.46 1.30 0.27
H 0.77 -0.84 1.37 0.01
H 0.28 2.13 -0.17 0.01
H 1.43 1.11 0.81 0.08
C 3.83 -0.14 2.08 0.49
O 2.71 -0.16 1.57 -0.42
N 4.01 0.67 3.10 -0.41
N 4.78 -0.93 1.53 -0.40
H 3.23 1.26 3.21 0.23
H 4.86 0.84 3.55 0.16
H 5.77 -0.75 1.52 0.23
H 4.34 -1.40 0.77 0.06
C -1.39 2.09 3.57 0.47
O -0.49 1.31 3.40 -0.48
N -2.06 2.58 2.49 -0.36
N -1.79 2.51 4.83 -0.53
H -3.02 2.77 2.67 0.29
H -1.91 2.07 1.62 0.11
H -2.08 3.46 4.87 0.22
H -1.14 2.24 5.55 0.28



Entry 3:
15
Properties=species:S:1:pos:R:3:nbo_charge:R:1 method="wB97M-V/def2-TZVPD" de_lowest_kcal_mol=44.6 e_lumo_ha=-0.0230 homo_energy_ev=-9.3
C -0.50 -0.92 -1.38 0.20
C 2.24 -0.05 0.08 -0.60
C 0.78 0.38 0.20 -0.44
C -0.30 -0.65 -0.02 -0.11
C -2.16 0.43 0.38 -0.23
N -0.77 -1.04 -2.51 -0.26
Cl -0.62 -1.89 1.09 0.08
Cl -3.40 -0.66 -0.11 0.08
Cl -2.02 1.78 -0.59 0.09
Cl -2.14 0.90 2.01 0.08
H 2.67 0.92 0.22 0.22
H 2.39 -0.34 -0.93 0.21
H 2.60 -0.77 0.85 0.22
H 0.73 0.71 1.19 0.22
H 0.49 1.21 -0.48 0.24



Entry 4:
37
Properties=species:S:1:pos:R:3:lowdin_spin:R:1 method="wB97M-V/def2-TZVPD" de_lowest_kcal_mol=35.2 e_lumo_ha="-0.3018 / -0.4185" s_squared=3.79 spin_multiplicity=4 homo_energy_ev="-16.3 / -17.4" total_charge=+2
Co -0.11 0.13 -0.77 2.21
O -0.05 2.96 -0.02 0.01
C -0.03 1.85 -0.37 0.08
C -0.25 -1.61 -0.71 0.06
O -0.31 -2.77 -0.66 0.00
C 1.64 0.08 -0.77 0.07
O 2.79 -0.03 -0.70 0.00
C -1.86 0.29 -0.75 0.07
O -3.01 0.32 -0.67 0.01
C -0.04 0.69 -3.01 0.06
H -0.94 1.33 -3.06 0.01
H 0.92 1.22 -3.02 0.00
C -0.10 -0.63 -3.14 0.09
H 0.80 -1.24 -3.26 0.00
H -1.05 -1.17 -3.24 0.00
C -2.55 0.27 3.05 0.00
C -1.17 0.90 3.00 0.04
P -0.07 -0.05 1.93 0.21
C 1.51 0.63 2.64 0.02
C 1.78 0.92 4.13 0.01
C -0.12 -1.73 2.76 0.03
C -0.13 -1.85 4.31 0.01
H -2.99 0.17 2.05 0.00
H -3.19 0.88 3.70 0.00
H -2.48 -0.73 3.48 0.00
H -1.20 1.96 2.69 0.00
H -0.69 0.90 4.00 0.01
H 2.25 -0.13 2.31 0.00
H 1.66 1.55 2.04 0.00
H 1.89 0.02 4.75 0.00
H 2.73 1.47 4.15 0.00
H 1.05 1.58 4.61 0.00
H -0.95 -2.30 2.29 0.00
H 0.80 -2.21 2.38 0.00
H -0.88 -1.19 4.77 0.00
H -0.42 -2.89 4.55 0.00
H 0.87 -1.62 4.74 0.00



Entry 5:
52
Properties=species:S:1:pos:R:3:lowdin_spin:R:1 method="wB97M-V/def2-TZVPD" e_lumo_ha="-0.0768 / -0.1253" s_squared=2.01 spin_multiplicity=3 homo_energy_ev="-10.4 / -10.6" total_charge=+1
Ni -0.23 -0.02 -0.47 1.53
C -2.77 1.05 0.63 0.00
N -2.19 0.76 -0.69 0.06
C -3.15 -0.05 -1.46 0.00
C -1.94 2.03 -1.43 0.00
C -0.73 2.75 -0.87 0.01
N 0.33 1.77 -0.76 0.13
C 1.63 2.15 -0.55 0.01
C 2.61 1.15 -0.55 0.02
F 2.17 -0.14 -0.76 0.03
C 3.95 1.37 -0.36 0.00
F 4.79 0.33 -0.38 0.00
C 4.42 2.65 -0.15 0.03
C 3.48 3.67 -0.13 0.00
F 3.88 4.92 0.09 0.00
C 2.13 3.44 -0.31 0.02
F 1.30 4.49 -0.24 0.01
H -3.71 1.60 0.52 0.00
H -2.08 1.65 1.22 0.00
H -2.97 0.12 1.15 0.00
H -4.10 0.48 -1.57 0.00
H -3.34 -0.99 -0.94 0.00
H -2.75 -0.25 -2.45 0.00
H -2.83 2.66 -1.40 0.00
H -1.73 1.76 -2.46 0.00
H -0.96 3.22 0.10 0.00
H -0.48 3.57 -1.55 0.00
H 5.47 2.85 0.01 0.00
C -0.71 -0.01 3.28 0.01
P -0.04 -0.77 1.77 0.06
C 1.74 -0.84 2.16 0.01
C -0.56 -2.53 1.79 0.00
C -1.07 -3.01 0.42 0.00
P -0.25 -2.24 -1.04 0.03
C -1.21 -2.95 -2.42 0.01
C 1.37 -3.04 -1.19 0.01
H -0.36 -0.55 4.16 0.00
H -1.80 -0.02 3.27 0.00
H -0.37 1.02 3.34 0.00
H 1.90 -1.35 3.11 0.00
H 2.13 0.18 2.23 0.00
H 2.30 -1.35 1.38 0.00
H -1.33 -2.68 2.55 0.00
H 0.30 -3.13 2.12 0.00
H -2.12 -2.74 0.30 0.00
H -1.01 -4.10 0.35 0.00
H -0.61 -2.95 -3.33 0.00
H -2.11 -2.37 -2.59 0.00
H -1.48 -3.98 -2.19 0.00
H 1.89 -2.65 -2.07 0.00
H 1.23 -4.11 -1.30 0.00
H 2.00 -2.85 -0.33 0.00



Going through the records in order, we get strongest force on any atom values of 4.274, 3.122, 3.435, 11.145, 0.598 eV Å⁻¹.
Going through the records in order, we get calculated total energy values of -20576.2036, -63494.0525, -56843.2566, -67835.4914, -90495.9865 eV.